1.
The following is a quantum chemistry calculation of C20H14AuBrN2OSe as an isolated structure, from the Open Molecules 2025 dataset.

For the maximum force, the calculation gives 0.8 eV/Å. The LUMO energy (spin up / spin down) comes out at -0.3 / -0.3 eV. The value obtained for the total energy is -6066.40928 Ha. The value obtained for the HOMO-LUMO gap (spin up / spin down) is 6.2 / 6.2 eV. As for the total charge: 0.

Each line ends with the Löwdin charge.
Cartesian coordinates (Å):
Au: -0.59377 1.45569 0.08529  0.710
O: 5.28836 3.58790 0.33431  0.097
C: 4.07804 3.02005 0.20864  -0.299
C: 3.67526 1.91471 0.95809  0.018
C: 2.40657 1.42420 0.76494  -0.165
N: 1.55256 1.93723 -0.12656  -0.159
C: 1.95519 2.98365 -0.83972  -0.749
Br: 0.74617 3.67374 -2.10621  0.771
C: 3.19661 3.56967 -0.71574  -0.031
H: 5.80468 3.13302 1.00905  0.120
H: 4.32424 1.46341 1.69622  0.122
H: 2.02918 0.60334 1.35829  0.111
H: 3.47613 4.42818 -1.30605  0.119
C: -4.84623 1.80985 0.24564  -0.079
C: -5.27084 0.49750 0.10001  -0.086
C: -4.33798 -0.51839 0.00940  -0.044
C: -2.97124 -0.23750 0.06395  -0.200
C: -2.54498 1.08816 0.20854  -0.319
C: -3.49183 2.10348 0.30066  -0.151
C: -1.96581 -1.30700 -0.05414  -0.216
C: -2.27686 -2.65406 0.27896  0.008
C: -1.30261 -3.60160 0.24398  0.004
C: 0.01217 -3.24318 -0.13342  -0.156
C: 1.08445 -4.16021 -0.18494  -0.033
C: 2.32941 -3.74884 -0.57039  -0.080
C: 2.55042 -2.40453 -0.93223  -0.072
C: 1.53051 -1.49518 -0.88853  -0.028
C: 0.23985 -1.89250 -0.47189  -0.208
N: -0.74898 -0.96053 -0.42629  0.093
H: -5.57097 2.60978 0.32453  0.104
H: -6.32656 0.26562 0.05204  0.101
H: -4.67989 -1.53469 -0.13591  0.101
H: -3.16614 3.12340 0.43691  0.057
H: -3.27569 -2.90843 0.59783  0.106
H: -1.51678 -4.62835 0.51484  0.121
H: 0.90108 -5.19316 0.08488  0.114
H: 3.14900 -4.45376 -0.60625  0.103
H: 3.53643 -2.09540 -1.25458  0.105
H: 1.67500 -0.46412 -1.18343  0.092
Se: -0.65417 2.80886 2.05929  -0.104

2.
The following is a quantum chemistry calculation of C20H60AgF6O16 as an isolated structure, from the Open Molecules 2025 dataset.

Its spin multiplicity is 2. For the maximum force, the calculation gives 3.2 eV/Å. The LUMO energy (spin up / spin down) comes out at 0.1 / -4.0 eV. The value obtained for the total energy is -2747.64390 Ha. The value obtained for the HOMO-LUMO gap (spin up / spin down) is 9.5 / 5.1 eV. As for the total charge: 0.

Each line ends with the Mulliken spin population.
Cartesian coordinates (Å):
Ag: -24.12441 -0.05142 26.44948  0.208
C: -22.20844 -2.23903 27.37157  -0.060
O: -23.24511 -1.63964 28.16252  0.007
O: -22.19109 -1.38634 26.26386  0.604
C: -20.88967 -2.61887 28.11272  0.036
F: -19.98443 -2.92312 27.22276  0.000
F: -20.35396 -1.70246 28.90872  0.002
F: -20.99722 -3.70170 28.80324  0.003
C: -23.90814 -2.36383 29.23154  0.007
C: -25.07741 -1.51279 29.78179  -0.002
H: -24.70987 -0.51136 30.00576  0.001
H: -25.93154 -1.44736 29.10780  0.000
H: -25.42753 -1.88628 30.74409  0.001
H: -23.19188 -2.65163 30.00110  0.003
H: -24.30590 -3.29246 28.82222  0.000
H: -22.64135 -3.21201 27.13923  0.027
C: -24.86194 0.94465 23.64665  0.072
O: -24.36573 -0.37690 23.96049  -0.003
O: -25.02599 1.51326 24.91762  0.086
C: -23.93374 1.75698 22.60250  -0.011
F: -22.63662 1.55890 22.66145  -0.001
F: -24.32810 1.46599 21.34750  0.000
F: -24.01393 3.06123 22.78343  -0.001
C: -23.99348 -1.15996 22.80296  0.011
C: -24.14911 -2.65751 23.20478  -0.016
H: -25.22428 -2.82117 23.27791  -0.001
H: -23.88997 -3.22950 22.31385  0.001
H: -23.54530 -2.83981 24.09375  0.005
H: -22.98247 -0.94735 22.45547  0.003
H: -24.61960 -1.04897 21.91765  0.004
H: -25.79761 0.73594 23.12793  0.009
C: -21.18384 -2.46101 20.55975  0.000
O: -21.98022 -3.02340 19.53497  0.000
H: -21.67424 -2.81927 21.46488  0.000
H: -20.13280 -2.74180 20.62735  0.000
H: -21.16734 -1.37113 20.55870  0.000
H: -22.88050 -2.86875 19.83021  0.000
C: -26.91226 3.85435 21.30750  0.000
O: -28.28702 3.39926 21.23690  0.000
H: -26.20193 3.21277 20.78606  0.000
H: -26.81066 4.89173 20.98872  0.000
H: -26.57160 3.80215 22.34158  0.000
H: -28.47662 3.34533 20.29735  0.000
C: -28.34999 3.14373 25.01283  0.000
O: -27.09586 3.63655 25.40443  0.001
H: -28.35426 2.80076 23.97820  0.000
H: -28.49751 2.26822 25.64514  0.000
H: -29.10007 3.93319 25.06008  0.000
H: -26.43702 2.93960 25.36207  -0.004
C: -24.58081 -1.14261 18.80275  0.000
O: -24.68034 -2.24293 19.75920  0.000
H: -25.52642 -0.93043 18.30386  0.000
H: -24.26396 -0.28088 19.39023  0.000
H: -23.82894 -1.32931 18.03598  0.000
H: -25.51511 -2.70290 19.64435  0.000
C: -20.01366 -3.06431 23.95856  0.002
O: -20.58762 -1.80771 23.74077  0.001
H: -19.18642 -2.93356 24.65619  0.000
H: -20.70821 -3.80282 24.35894  0.000
H: -19.55880 -3.42159 23.03468  0.000
H: -21.13073 -1.63512 24.51333  -0.011
C: -20.64209 2.75031 20.48915  0.000
O: -20.68001 3.92711 19.72587  0.000
H: -20.85299 2.95790 21.53821  0.000
H: -21.47631 2.16283 20.10568  0.000
H: -19.76056 2.12195 20.36192  0.000
H: -21.41258 3.87324 19.10778  0.000
C: -24.76574 -5.43554 25.97716  0.000
O: -25.53029 -4.61739 26.87287  -0.001
H: -23.70391 -5.25154 26.14073  0.001
H: -24.92277 -6.50137 26.14286  0.000
H: -24.99967 -5.17968 24.94376  0.000
H: -25.40453 -5.12757 27.67630  0.000
C: -28.14912 -1.84218 22.40291  0.000
O: -28.70530 -2.75353 23.26529  0.000
H: -27.45366 -1.23041 22.97752  0.000
H: -27.53547 -2.29461 21.62391  0.000
H: -28.93311 -1.19215 22.01441  0.000
H: -29.27926 -2.29624 23.88421  0.000
C: -25.60853 2.42400 28.11729  0.000
O: -25.38824 1.01764 28.04539  0.013
H: -25.35006 2.75585 29.12286  0.001
H: -25.04968 2.97104 27.35799  0.000
H: -26.66690 2.66130 28.00942  0.000
H: -26.10714 0.59714 28.52284  -0.002
C: -22.59583 5.20693 25.27592  0.000
O: -22.73833 3.83089 25.44822  0.000
H: -21.82084 5.63542 25.91143  0.000
H: -22.39507 5.48002 24.23995  0.000
H: -23.55658 5.68108 25.47651  0.000
H: -23.38399 3.49855 24.82031  0.000
C: -19.29336 2.92415 24.41137  0.000
O: -18.07204 2.32098 24.24282  0.000
H: -19.24041 3.94096 24.02227  0.000
H: -20.09924 2.44976 23.85138  0.000
H: -19.38998 2.99261 25.49492  0.000
H: -17.80851 2.47735 23.33304  0.000
C: -22.14656 -6.01432 23.68211  0.000
O: -21.74884 -6.83455 24.74033  0.000
H: -21.28338 -5.84671 23.03796  0.000
H: -22.84409 -6.55255 23.04036  0.000
H: -22.60118 -5.06753 23.97366  0.000
H: -20.83547 -6.60544 24.92705  0.000

3.
The following is a quantum chemistry calculation of C54H42N7O4P2PbS4Se2 as an isolated structure, from the Open Molecules 2025 dataset.

For the maximum force, the calculation gives 1.0 eV/Å. The LUMO energy comes out at 1.9 eV. The value obtained for the total energy is -10038.57269 Ha. The value obtained for the HOMO-LUMO gap is 7.1 eV. As for the total charge: -1.

Each line ends with the Löwdin charge.
Cartesian coordinates (Å):
Pb: 1.26152 -1.26291 0.65508  1.321
O: 0.72912 -1.37109 6.45662  0.017
C: 2.05376 -1.19070 6.30049  -0.298
C: 2.84889 -1.18605 7.44667  -0.030
C: 4.21637 -1.01003 7.35432  -0.099
C: 4.81905 -0.82614 6.11564  -0.098
C: 4.03610 -0.81662 4.97709  -0.020
C: 2.65805 -1.00764 5.03868  -0.094
C: 1.90905 -1.03056 3.74583  -0.501
O: 2.52713 -0.77252 2.67729  -0.208
N: 0.62191 -1.34578 3.84549  0.013
N: -0.07370 -1.45929 2.65963  -0.081
C: -1.34432 -1.59957 2.81091  -0.087
C: -2.35257 -1.77503 1.80162  -0.150
C: -3.68060 -1.83187 2.26461  -0.066
C: -4.75544 -1.97233 1.42164  -0.121
C: -4.51851 -2.03676 0.04461  -0.100
C: -3.23739 -1.97958 -0.44434  -0.025
C: -2.09574 -1.87942 0.39876  -0.365
O: -0.91666 -1.90992 -0.12928  -0.273
H: 0.35485 -1.39051 5.52245  0.061
H: 2.36255 -1.33065 8.40337  0.109
H: 4.81586 -1.01991 8.25680  0.095
H: 5.89088 -0.69299 6.04645  0.093
H: 4.47534 -0.66873 3.99938  0.117
H: -1.70791 -1.58221 3.84140  0.126
H: -3.84788 -1.75562 3.33422  0.105
H: -5.76393 -2.02215 1.81034  0.089
H: -5.35284 -2.13468 -0.64108  0.093
H: -3.06345 -2.01030 -1.51275  0.078
Se: -0.68698 -0.32906 -6.71552  0.367
P: -1.25609 0.88867 -5.11128  0.549
C: -0.74566 2.63145 -5.28038  -0.344
C: -1.12047 3.58909 -4.33480  -0.094
C: -0.68685 4.89615 -4.47799  -0.070
C: 0.10350 5.25845 -5.56087  -0.086
C: 0.46271 4.31023 -6.50618  -0.086
C: 0.04093 2.99590 -6.36579  -0.112
C: -3.04336 0.91593 -4.81929  -0.345
C: -3.83446 1.95561 -5.29351  -0.077
C: -5.20808 1.91110 -5.11064  -0.079
C: -5.78947 0.82902 -4.46611  -0.083
C: -5.00013 -0.21904 -4.01323  -0.070
C: -3.62804 -0.17999 -4.19242  -0.076
C: -0.58340 0.41098 -3.49508  -0.333
C: 0.37579 -0.50356 -2.98355  -0.369
N: 0.62382 -0.13526 -1.73360  0.024
N: -0.12948 0.92532 -1.50660  -0.151
N: -0.86293 1.27895 -2.52972  0.117
P: 1.22417 -1.97733 -3.64283  0.541
Se: 2.31758 -3.05837 -2.21121  0.274
C: 2.30951 -1.22490 -4.90049  -0.367
C: 2.91721 -0.03076 -4.51059  -0.090
C: 3.82268 0.60043 -5.34621  -0.071
C: 4.13962 0.03851 -6.57402  -0.085
C: 3.56894 -1.16833 -6.94643  -0.081
C: 2.66612 -1.80587 -6.11068  -0.104
C: -0.17517 -2.96124 -4.25550  -0.365
C: -0.25966 -3.60967 -5.47937  -0.118
C: -1.36331 -4.39721 -5.76775  -0.082
C: -2.37565 -4.55286 -4.83437  -0.080
C: -2.27466 -3.93638 -3.59463  -0.076
C: -1.17166 -3.15287 -3.29811  -0.108
H: -1.72080 3.31032 -3.48116  0.086
H: -0.96078 5.63170 -3.73290  0.107
H: 0.43954 6.28241 -5.66697  0.100
H: 1.07620 4.59066 -7.35301  0.100
H: 0.32147 2.24600 -7.09560  0.048
H: -3.37666 2.79721 -5.79720  0.107
H: -5.82548 2.72204 -5.47525  0.102
H: -6.86186 0.80044 -4.32054  0.101
H: -5.45307 -1.07139 -3.52285  0.102
H: -3.00573 -0.99939 -3.85117  0.090
H: 2.69084 0.40006 -3.54414  0.106
H: 4.28401 1.52729 -5.03091  0.106
H: 4.83819 0.53746 -7.23350  0.100
H: 3.83297 -1.62093 -7.89376  0.103
H: 2.24711 -2.75364 -6.41330  0.087
H: 0.51060 -3.48784 -6.22473  0.075
H: -1.42523 -4.88952 -6.72988  0.103
H: -3.24083 -5.15964 -5.07010  0.101
H: -3.05194 -4.07593 -2.85292  0.103
H: -1.06056 -2.70011 -2.31571  0.077
S: -0.76100 3.20174 -0.27667  0.624
C: -0.06249 1.69661 -0.28326  -0.821
N: 0.59474 1.08352 0.68679  -0.099
S: 3.68021 -3.67361 1.30194  0.554
C: 2.48710 -4.28939 2.24251  -1.196
N: 1.22725 -4.52811 1.84273  -0.072
C: 0.28094 -5.08708 2.78879  -0.223
C: 0.86813 -4.83987 4.17401  -0.413
S: 2.67667 -4.77029 3.92618  0.915
H: 0.94991 -4.30406 0.89675  0.112
H: 0.15515 -6.15886 2.60088  0.116
H: -0.68613 -4.59479 2.68081  0.115
H: 0.62748 -5.63170 4.87887  0.073
H: 0.56514 -3.87569 4.57674  0.053
C: -0.35015 6.77139 9.21323  -0.088
C: 0.09834 6.15903 7.91250  -0.755
O: -0.39727 6.38704 6.84471  0.036
S: 1.44938 5.00833 8.15385  1.000
C: 1.51198 4.18008 6.58028  -0.535
C: 1.79446 4.88453 5.41754  -0.096
C: 1.70254 4.24545 4.19381  -0.016
C: 1.33172 2.89815 4.12275  -0.213
C: 1.14253 2.18253 5.31096  -0.006
C: 1.21768 2.82264 6.53382  -0.086
C: 1.11211 2.26314 2.87020  0.046
C: 0.81633 1.72369 1.83447  -0.163
H: -0.74038 7.77192 9.03516  0.082
H: 0.45602 6.79297 9.94431  0.061
H: -1.15969 6.15259 9.60415  0.088
H: 2.06952 5.92843 5.47078  0.108
H: 1.89606 4.78956 3.27938  0.118
H: 0.90332 1.12841 5.26478  0.099
H: 1.03783 2.27303 7.44867  0.104

Question: Which value of total charge does entry 3 give?
Answer: -1

Question: Which formula does entry 1 have?
Answer: C20H14AuBrN2OSe

Question: Look up the maximum force of the third one.
Answer: 1.0 eV/Å